{
  "formula": "C3H4O",
  "method": "wB97M-V/def2-TZVPD",
  "homo_lumo_gap_ev": 10.16,
  "e_tot_ev": -5222.034,
  "homo_energy_ev": -10.133,
  "e_lumo_ev": 0.03,
  "multiplicity": 1,
  "species": ["C", "C", "C", "O", "H", "H", "H", "H"],
  "positions_angstrom": [[-0.03963, 1.11598, -0.50739], [0.19832, 0.22215, 0.45983], [-0.06721, -1.23640, 0.21699], [-0.60801, -1.61845, -0.81476], [0.21155, 2.14959, -0.37332], [-0.49865, 0.73499, -1.41915], [0.58469, 0.55925, 1.42443], [0.21894, -1.92712, 1.01338]]
}

{
  "formula": "C26H30CeFN5O2S",
  "method": "wB97M-V/def2-TZVPD",
  "total_charge": 1,
  "homo_lumo_gap_ev": [6.71, 6.72],
  "e_tot_ev": -65473.217,
  "s2": 0.751,
  "homo_energy_ev": [-10.155, -10.157],
  "e_lumo_ev": [-3.44, -3.44],
  "multiplicity": 2,
  "species": ["Ce", "O", "C", "C", "C", "C", "C", "C", "C", "N", "C", "C", "N", "H", "H", "H", "H", "H", "H", "H", "C", "C", "C", "C", "C", "C", "N", "N", "C", "C", "C", "C", "C", "N", "H", "H", "H", "H", "H", "H", "H", "H", "H", "F", "C", "C", "C", "S", "O", "C", "C", "C", "H", "H", "H", "H", "H", "H", "H", "H", "H", "H", "H", "H", "H", "H"],
  "positions_angstrom": [[-0.34353, -0.64950, -1.08597], [-1.97396, -2.01289, -0.52669], [-2.37101, -2.70111, 0.50587], [-3.75216, -2.71700, 0.91907], [-4.19333, -3.40854, 2.03858], [-3.25733, -4.06519, 2.85117], [-1.94192, -4.13439, 2.48416], [-1.48842, -3.43630, 1.33408], [-0.12661, -3.57822, 0.78156], [0.60881, -2.74700, 0.05850], [1.93052, -3.20647, 0.03927], [1.95927, -4.40795, 0.73402], [0.68225, -4.57986, 1.19916], [-4.45187, -2.12214, 0.32255], [-5.20607, -3.50776, 2.28283], [-3.56517, -4.62271, 3.74361], [-1.19987, -4.53947, 3.14511], [2.70621, -2.56527, -0.49937], [2.68826, -5.11180, 1.00967], [0.38265, -5.42798, 1.67527], [-3.77452, 1.61776, -5.26256], [-3.46143, 2.81335, -4.63322], [-2.97161, 2.79598, -3.34767], [-2.69759, 1.61789, -2.72488], [-2.92437, 0.37289, -3.31795], [-3.49827, 0.38566, -4.56064], [-2.13489, 1.59626, -1.37225], [-2.14847, 2.63794, -0.73481], [-1.59331, 2.43278, 0.58928], [-1.58909, 3.59407, 1.35875], [-1.24950, 3.44573, 2.72967], [-0.96046, 2.18170, 3.17690], [-0.85128, 1.12274, 2.28486], [-1.19145, 1.24216, 1.00200], [-4.18821, 1.66385, -6.27319], [-3.54469, 3.79124, -5.07657], [-2.89102, 3.74233, -2.78092], [-2.76908, -0.53137, -2.76805], [-3.76729, -0.57501, -5.02179], [-1.73650, 4.62018, 1.04090], [-1.28572, 4.21352, 3.42020], [-0.78235, 1.96973, 4.21368], [-0.45774, 0.19143, 2.60742], [0.49729, -0.84808, -2.96167], [5.20358, -0.85139, 2.08424], [4.84269, 0.68197, 2.34450], [3.41010, 1.00781, 1.93398], [3.03902, 0.41317, 0.24280], [1.50165, 0.37513, 0.21605], [3.43204, 1.85539, -0.71307], [2.75408, 1.66179, -2.06196], [1.41010, 2.43934, -2.13137], [6.17895, -1.11779, 2.54874], [5.29310, -1.05341, 1.01411], [4.41581, -1.45944, 2.60154], [5.46260, 1.13234, 1.63514], [5.11197, 1.01221, 3.43298], [3.21250, 2.05340, 1.91392], [2.67206, 0.46094, 2.57951], [4.49407, 1.88436, -0.73345], [3.07990, 2.67266, -0.11588], [2.53701, 0.57114, -2.20747], [3.50903, 1.95104, -2.86296], [0.86925, 1.96592, -1.32584], [0.92641, 2.29168, -3.08677], [1.52891, 3.49855, -1.90870]]
}

{
  "formula": "C17H30INO5Si2Sn",
  "method": "wB97M-V/def2-TZVPD",
  "homo_lumo_gap_ev": 9.00,
  "e_tot_ev": -59533.247,
  "homo_energy_ev": -8.767,
  "e_lumo_ev": 0.23,
  "multiplicity": 1,
  "species": ["Sn", "C", "Si", "C", "C", "C", "C", "C", "C", "C", "Si", "C", "C", "H", "H", "H", "H", "H", "H", "H", "H", "H", "H", "H", "H", "H", "H", "H", "H", "C", "C", "C", "O", "C", "O", "O", "H", "H", "H", "H", "H", "H", "H", "N", "C", "O", "C", "I", "H", "H", "H", "H", "C", "O", "H", "H", "H"],
  "positions_angstrom": [[0.51022, -1.66728, -0.76738], [-2.38290, 1.46119, 1.27990], [-0.59382, 1.77770, 1.82124], [0.24142, 2.95017, 0.60503], [-0.50052, 2.32970, 3.63361], [-0.99064, 3.40034, 4.38281], [-0.76990, 3.44043, 5.74840], [-0.06325, 2.41770, 6.38027], [0.43007, 1.35037, 5.65074], [0.21655, 1.29588, 4.27343], [0.67411, 0.11099, 2.86676], [0.03268, -1.63190, 3.16341], [2.51964, 0.06243, 2.50500], [-3.05404, 1.77879, 2.07968], [-2.58680, 0.41002, 1.07610], [-2.65601, 2.03709, 0.39220], [-0.41203, 3.78919, 0.35437], [0.49719, 2.43359, -0.32196], [1.16054, 3.35428, 1.03002], [-1.54414, 4.20235, 3.90693], [-1.14798, 4.26818, 6.33572], [0.09649, 2.46447, 7.45044], [0.97749, 0.56407, 6.15818], [0.61458, -2.09866, 3.96174], [0.11569, -2.26948, 2.28360], [-1.01284, -1.61371, 3.47347], [3.04505, -0.45621, 3.31007], [2.92777, 1.07088, 2.42905], [2.73687, -0.46740, 1.57498], [-0.30110, 2.05960, -3.46145], [-0.97910, 0.73711, -3.11085], [-2.36103, 0.63124, -3.73828], [-1.07202, 0.59170, -1.69230], [-0.07720, -0.40496, -3.61468], [-0.09087, -0.70657, -4.79535], [0.70145, -0.97381, -2.74630], [-0.91505, 2.89385, -3.11373], [-0.17358, 2.14692, -4.53948], [0.67635, 2.12093, -2.98327], [-2.96118, 1.50331, -3.46814], [-2.86879, -0.26371, -3.37662], [-2.28308, 0.57953, -4.82206], [-1.65619, 1.27511, -1.34409], [-1.54897, -3.77104, -3.94704], [-0.45522, -3.62872, -3.19695], [-0.54903, -3.46156, -1.96940], [0.87926, -3.65289, -3.88312], [1.09180, -5.17285, -5.35744], [-2.43658, -3.56388, -3.51946], [-1.47737, -3.73028, -4.95078], [1.65278, -3.79977, -3.14213], [1.01815, -2.69644, -4.38227], [3.45294, -3.11619, -1.19394], [2.33332, -2.40162, -0.76788], [3.18068, -4.05991, -1.68300], [4.08463, -3.36626, -0.33697], [4.05348, -2.53403, -1.90082]]
}

{
  "formula": "C6H10",
  "method": "wB97M-V/def2-TZVPD",
  "homo_lumo_gap_ev": [8.33, 8.33],
  "e_tot_ev": -6377.987,
  "homo_energy_ev": [-7.354, -7.353],
  "e_lumo_ev": [0.98, 0.98],
  "multiplicity": 1,
  "species": ["C", "C", "C", "C", "C", "C", "H", "H", "H", "H", "H", "H", "H", "H", "H", "H"],
  "positions_angstrom": [[-0.35046, -0.99448, -0.90526], [0.03866, 0.39495, -0.81539], [-1.00675, 1.38186, -0.34031], [1.53956, 0.32665, 1.09614], [0.79115, -0.75447, 1.44046], [-0.02628, -1.68590, 1.27306], [-0.52293, -0.19625, -1.91722], [-1.37703, -1.29102, -0.73719], [0.34394, -1.72268, -1.30937], [0.94769, 0.73775, -1.29219], [-0.65497, 1.91277, 0.54547], [-1.27227, 2.12469, -1.10014], [-1.91620, 0.84349, -0.05284], [2.57274, 0.15049, 0.78908], [1.35908, 1.30034, 1.54708], [-0.46593, -2.52820, 1.77860]]
}

{
  "formula": "C31H31AuN9O3",
  "method": "wB97M-V/def2-TZVPD",
  "total_charge": -1,
  "homo_lumo_gap_ev": 6.89,
  "e_tot_ev": -55897.885,
  "homo_energy_ev": -4.706,
  "e_lumo_ev": 2.19,
  "multiplicity": 1,
  "species": ["Au", "C", "N", "C", "N", "C", "N", "C", "C", "C", "C", "C", "C", "C", "N", "N", "C", "O", "C", "C", "C", "C", "C", "C", "N", "C", "N", "C", "N", "C", "H", "H", "H", "H", "H", "H", "H", "H", "H", "H", "H", "H", "H", "H", "H", "H", "C", "O", "C", "O", "H", "H", "H", "C", "N", "C", "C", "C", "C", "C", "C", "C", "C", "H", "H", "H", "H", "H", "H", "H", "H", "H", "H", "H", "H"],
  "positions_angstrom": [[1.04923, -0.45260, -2.28874], [-3.53846, -3.56865, -0.10731], [-2.95879, -2.75813, -1.15716], [-1.75974, -2.88742, -1.74736], [-1.63508, -2.01878, -2.71911], [-2.82128, -1.35812, -2.67965], [-3.66636, -1.78089, -1.76080], [-4.30373, -2.76528, 0.91403], [-5.66051, -2.98752, 1.07892], [-6.37920, -2.29834, 2.04869], [-5.73679, -1.39408, 2.87006], [-4.37171, -1.16160, 2.70250], [-3.65430, -1.82883, 1.71485], [-3.71127, -0.22610, 3.61055], [-4.24640, 0.45914, 4.56421], [-3.21404, 1.15277, 5.17653], [-2.13675, 0.83681, 4.54235], [-2.37780, -0.02964, 3.53587], [-0.77265, 1.28211, 4.81900], [-0.56400, 2.19744, 5.85047], [0.71969, 2.61612, 6.14090], [1.79443, 2.12783, 5.40753], [1.59161, 1.22140, 4.37997], [2.76237, 0.72440, 3.56744], [2.67674, 1.14802, 2.18299], [2.78648, 0.41784, 1.05952], [2.63192, 1.18004, 0.00671], [2.42354, 2.40514, 0.55172], [2.45021, 2.44213, 1.86999], [0.30011, 0.80172, 4.07687], [-2.71463, -4.09603, 0.37242], [-4.20419, -4.30969, -0.55196], [-1.00741, -3.59735, -1.43272], [-3.05798, -0.53814, -3.34035], [-6.16719, -3.69914, 0.43618], [-7.44099, -2.47358, 2.16157], [-6.26775, -0.85800, 3.64613], [-2.60204, -1.59404, 1.55119], [-1.41733, 2.56282, 6.40705], [0.88848, 3.33301, 6.93479], [2.79992, 2.47064, 5.62601], [2.79511, -0.36469, 3.56056], [3.69299, 1.09297, 3.99941], [2.95310, -0.65057, 1.04793], [2.23817, 3.28846, -0.04152], [0.11714, 0.12753, 3.24217], [0.48035, -2.68741, 1.52985], [1.03435, -1.70944, -0.53058], [0.26028, -1.59280, 0.48083], [-0.60543, -0.73708, 0.69154], [0.37024, -3.67033, 1.06621], [-0.22172, -2.58547, 2.35700], [1.50314, -2.62691, 1.91112], [4.37376, 0.49778, -3.05803], [4.18809, 1.90997, -3.35089], [4.88229, 2.28089, -4.56537], [2.77230, 2.31480, -3.33160], [1.86705, 1.66981, -4.36498], [1.80297, 2.24958, -5.63577], [1.00886, 1.71804, -6.64274], [0.25455, 0.58568, -6.36606], [0.30268, 0.01639, -5.09950], [1.09911, 0.52788, -4.05860], [5.44034, 0.30196, -2.91256], [4.00606, -0.15880, -3.86141], [3.83223, 0.24316, -2.14654], [5.95049, 2.08282, -4.44091], [4.75405, 3.35001, -4.75560], [4.53937, 1.72924, -5.45535], [2.76008, 3.40239, -3.46225], [2.39179, 2.07382, -2.33906], [2.37926, 3.14943, -5.83287], [0.97520, 2.18441, -7.62096], [-0.37906, 0.15058, -7.13221], [-0.30554, -0.86154, -4.90317]]
}

{
  "formula": "C3H8BNO",
  "method": "wB97M-V/def2-TZVPD",
  "homo_lumo_gap_ev": [9.60, 7.79],
  "e_tot_ev": -7451.539,
  "homo_energy_ev": [-10.014, -9.757],
  "e_lumo_ev": [-0.41, -1.97],
  "multiplicity": 1,
  "species": ["B", "C", "C", "C", "N", "O", "H", "H", "H", "H", "H", "H", "H", "H"],
  "positions_angstrom": [[-0.46920, 0.86830, 0.14171], [0.88040, 0.01525, -0.36064], [0.77652, -1.24029, 0.52850], [-1.53013, 1.25329, -1.02548], [1.51537, -0.98492, 1.65993], [-0.64506, 0.96113, 1.41041], [0.69887, -0.10116, -1.37703], [1.93932, 0.47310, -0.11695], [-0.41778, -1.60308, 0.56330], [1.42276, -2.00428, -0.01928], [-1.67349, 0.30265, -1.46741], [-1.20542, 1.94472, -1.79439], [-2.43179, 1.61115, -0.56173], [1.13964, -1.49585, 2.41906]]
}